[1]
Formula: C20H24CdNO4S4
Source: the Open Molecules 2025 dataset
Level of theory: ωB97M-V/def2-TZVPD

Each line ends with the Löwdin charge.
Cartesian coordinates (Å):
Cd1 -0.4045 0.5696 -0.7160  1.162
C1 1.7997 -3.1956 -1.3223  -0.054
C2 2.1357 -1.9313 -2.0021  -0.322
C3 2.8829 -0.9503 -1.3824  -0.051
C4 3.1085 0.3194 -1.8924  -0.303
C5 3.8263 1.3347 -1.0752  -0.077
C6 2.7952 0.5258 -3.2509  -0.037
C7 2.0985 -0.4485 -3.9130  -0.258
C8 1.5358 -0.0987 -5.2941  -0.072
C9 1.8307 -1.7728 -3.3420  0.005
H1 2.4801 -3.9174 -1.6989  0.067
H2 0.8267 -3.5930 -1.5981  0.082
H3 1.8434 -3.0826 -0.2032  0.087
H4 3.1248 -1.1847 -0.3235  0.120
H5 3.0815 2.1500 -0.7461  0.100
H6 4.7398 1.7289 -1.5693  0.076
H7 4.1641 0.9510 -0.0205  0.101
H8 3.0114 1.4814 -3.7946  0.132
H9 2.0691 0.7131 -5.7414  0.047
H10 0.4427 0.1597 -5.3493  0.077
H11 1.5298 -1.0291 -5.9923  0.098
H12 1.3473 -2.5161 -3.9096  0.098
S1 -3.5169 2.0331 -3.8081  0.378
C10 -2.3127 1.5153 -2.7734  -1.910
S2 -1.6838 -0.0542 -2.7516  0.306
S3 -1.6562 2.6476 -1.5519  0.239
C11 -4.6418 1.4015 -0.2247  -0.067
C12 -3.8510 0.8460 0.9335  -0.227
C13 -2.9514 -0.2367 0.7883  -0.096
C14 -2.2835 -0.7374 1.8686  -0.095
C15 -2.3511 -0.1011 3.0951  -0.271
C16 -3.2266 1.0293 3.2686  -0.036
C17 -3.9499 1.4797 2.2023  -0.040
S4 -1.4093 -0.7955 4.4045  0.608
O1 -1.8017 -2.1877 4.4076  -0.298
O2 -1.5486 0.0383 5.5805  -0.312
N1 0.1521 -0.7804 4.0761  -0.141
C18 0.9927 0.4197 3.9927  -0.217
C19 1.9936 0.2482 2.8828  -0.126
C20 1.2527 -0.0640 1.6313  -0.735
O3 0.9262 -1.2148 1.3682  -0.026
O4 0.9275 0.9553 0.9399  -0.176
H13 -5.4776 2.0706 0.1256  0.095
H14 -5.0828 0.5445 -0.6901  0.076
H15 -4.1164 2.0371 -0.9236  -0.011
H16 -2.9017 -0.7233 -0.1416  0.057
H17 -1.5597 -1.5322 1.7718  0.105
H18 -3.1579 1.4919 4.2830  0.120
H19 -4.5974 2.3046 2.3524  0.097
H20 0.3938 -1.4102 3.2926  0.097
H21 1.6051 0.5685 4.9451  0.137
H22 0.3827 1.3261 3.8077  0.132
H23 2.6833 -0.5633 3.1405  0.129
H24 2.4991 1.2301 2.8434  0.131

The largest force on an atom comes out at 4.01 eV/Å. As for the total charge: -1. The value obtained for the energy relative to the best compared isomer or geometry (same formula, charge and spin) is 85.46 kJ/mol. The gap between HOMO and LUMO comes out at 7.12 eV. For the LUMO energy, the calculation gives 2.57 eV.

---

[2]
Formula: C20H24FGdNOP2
Source: the Open Molecules 2025 dataset
Level of theory: ωB97M-V/def2-TZVPD

Each line ends with the Löwdin charge.
Cartesian coordinates (Å):
C1 2.3806 -2.9155 -1.1118  -0.034
C2 1.6830 -1.9114 -0.4395  -0.216
C3 1.2093 -0.8087 -1.2007  -0.203
C4 1.6959 -0.5770 -2.4888  -0.145
C5 2.3180 -1.6303 -3.1669  -0.015
C6 2.6621 -2.7885 -2.4750  -0.058
C7 1.6142 0.7970 -3.1065  -0.068
C8 0.8679 1.7868 -2.2488  -0.145
C9 0.3506 1.4268 -1.0047  -0.192
C10 -0.0670 2.4227 -0.0810  -0.227
C11 -0.0706 3.7545 -0.4949  -0.049
C12 0.3059 4.0954 -1.7954  -0.061
C13 0.7462 3.1155 -2.6770  -0.017
H1 2.7375 -3.7873 -0.5553  0.119
H2 2.5657 -1.5191 -4.2260  0.127
H3 3.1680 -3.6035 -2.9945  0.114
H4 2.6602 1.1746 -3.1737  0.156
H5 -0.3594 4.5367 0.2156  0.122
H6 0.2533 5.1394 -2.1110  0.114
H7 1.0371 3.3809 -3.6952  0.127
N1 0.2134 0.0534 -0.6509  -0.210
Gd1 -1.5456 -0.7991 -0.2162  1.243
C14 1.5093 -1.9442 1.0727  -0.292
H8 1.8125 -0.9822 1.5177  0.093
H9 2.1257 -2.7406 1.5145  0.097
C15 -0.4454 2.0506 1.3436  -0.294
H10 0.2696 1.3172 1.7522  0.084
H11 -0.4393 2.9441 1.9857  0.100
P1 -0.2140 -2.2553 1.7071  0.809
P2 -2.1513 1.3030 1.5463  0.773
C16 -3.1988 2.7132 1.0795  -0.259
H12 -4.2200 2.3382 0.9295  0.049
H13 -3.2021 3.4675 1.8772  0.059
H14 -2.8517 3.1610 0.1417  0.047
C17 -2.3413 1.2640 3.3589  -0.262
H15 -2.3648 2.2872 3.7604  0.059
H16 -3.2943 0.7655 3.5852  0.055
H17 -1.5295 0.6919 3.8283  0.030
C18 -0.3251 -4.0587 1.4831  -0.237
H18 -0.7211 -4.5044 2.4033  0.051
H19 -1.0154 -4.2630 0.6551  0.040
H20 0.6563 -4.4851 1.2433  0.056
C19 -0.0416 -2.0629 3.5007  -0.243
H21 -0.8314 -1.3937 3.8623  0.018
H22 -0.1608 -3.0406 3.9811  0.053
H23 0.9338 -1.6341 3.7580  0.060
C20 -1.6394 -0.2815 -4.0147  0.128
O1 -1.9956 -0.2458 -2.9189  -0.056
H24 1.3280 0.7951 -4.0793  0.085
F1 -2.0785 -2.5496 -1.1762  -0.586

The largest force on an atom comes out at 4.86 eV/Å. As for the total charge: +1. The value obtained for the energy relative to the best compared isomer or geometry (same formula, charge and spin) is 0.00 kJ/mol. The gap between HOMO and LUMO (alpha / beta) comes out at 7.69 / 5.81 eV. For the LUMO energy (alpha / beta), the calculation gives -2.99 / -4.88 eV. As for the spin multiplicity: 8.

---

[3]
Formula: C20H24FN9O2PdS
Source: the Open Molecules 2025 dataset
Level of theory: ωB97M-V/def2-TZVPD

Each line ends with the Löwdin charge.
Cartesian coordinates (Å):
Pd1 0.0106 0.8931 -0.7180  0.449
N1 2.7030 -0.9864 4.6077  0.071
C1 1.4302 -0.5474 4.1727  -0.333
C2 0.2758 -0.9231 4.8562  -0.056
C3 -0.9712 -0.5132 4.4039  -0.075
C4 -1.0711 0.2912 3.2835  -0.290
C5 0.0788 0.6950 2.6184  -0.069
C6 1.3207 0.2780 3.0573  -0.038
S1 -2.6545 0.7505 2.6058  0.562
O1 -3.6612 0.0287 3.3639  -0.361
O2 -2.7482 2.2035 2.6875  -0.371
N2 -2.5441 0.4040 1.0734  -0.118
C7 -2.3248 -0.8336 0.6047  -0.491
N3 -2.1490 -0.8827 -0.7450  0.083
C8 -1.8760 -2.0508 -1.2834  -0.177
C9 -1.7548 -3.2195 -0.5352  -0.102
C10 -1.9589 -3.0724 0.8245  -0.185
N4 -2.2481 -1.9210 1.4073  0.125
H1 2.6646 -1.9146 5.0044  0.068
H2 3.3672 -0.9821 3.8445  0.072
H3 0.3535 -1.5683 5.7261  0.094
H4 -1.8773 -0.8488 4.8916  0.101
H5 0.0148 1.2826 1.7052  0.069
H6 2.1975 0.5487 2.4792  0.112
H7 -1.7173 -2.0472 -2.3591  0.092
H8 -1.4993 -4.1702 -0.9822  0.074
H9 -1.8824 -3.9324 1.4886  0.092
C11 -1.3346 1.2128 -4.8973  -0.124
N5 -0.7205 0.7807 -3.6504  -0.223
C12 0.3639 -0.1457 -3.9009  -0.133
C13 -0.3235 1.9462 -2.8549  -0.568
N6 0.6455 2.7365 -3.1653  0.104
N7 -1.4764 2.3981 -2.1491  0.076
C14 -1.3941 3.0476 -0.8919  -0.597
N8 -2.6506 3.1643 -0.2771  0.102
N9 -0.2951 3.5165 -0.4414  0.098
H10 -1.7494 0.3428 -5.4138  0.070
H11 -0.6148 1.7085 -5.5710  0.072
H12 -2.1424 1.9148 -4.6877  0.074
H13 -0.0387 -1.0445 -4.3776  0.071
H14 0.8220 -0.4069 -2.9450  0.043
H15 1.1360 0.2655 -4.5778  0.070
H16 1.2801 2.2341 -3.7839  0.008
H17 -2.1145 1.6085 -2.0802  0.101
H18 -2.5627 3.0634 0.7340  0.038
H19 -3.2620 2.4063 -0.5572  0.063
H20 -0.4774 3.9375 0.4684  0.038
F1 5.3900 -2.2500 0.1015  -0.031
C15 4.1920 -1.5923 -0.1094  -0.327
C16 4.1775 -0.4527 -0.8837  -0.073
C17 2.9587 0.1974 -1.0821  -0.161
C18 1.7322 -0.2332 -0.5310  -0.273
C19 1.8417 -1.4140 0.2346  -0.164
C20 3.0405 -2.0944 0.4557  -0.075
H21 5.1025 -0.0832 -1.3149  0.092
H22 2.9633 1.1000 -1.6896  0.069
H23 0.9509 -1.8262 0.7021  0.072
H24 3.0813 -2.9998 1.0533  0.094

The largest force on an atom comes out at 0.46 eV/Å. As for the total charge: -2. The gap between HOMO and LUMO comes out at 4.76 eV. For the LUMO energy, the calculation gives 4.95 eV.

---

[4]
Formula: C20H24FNO3
Source: the Open Molecules 2025 dataset
Level of theory: ωB97M-V/def2-TZVPD

Each line ends with the Löwdin charge.
Cartesian coordinates (Å):
C1 4.8659 0.0283 1.5915  -0.061
C2 4.8302 -0.0548 0.0682  -0.239
O1 3.5966 -0.5313 -0.4282  -0.074
C3 2.4850 0.2701 -0.3906  -0.193
C4 2.5138 1.6297 -0.1047  -0.011
C5 1.3661 2.4009 -0.1323  -0.028
C6 0.1472 1.8360 -0.4654  -0.181
C7 -1.1107 2.6786 -0.5041  -0.316
C8 -1.3555 3.2197 -1.9108  -0.032
N1 -2.2662 1.9152 -0.0745  0.098
C9 -2.5523 1.7141 1.2300  -0.478
O2 -2.0515 2.3423 2.1332  0.083
C10 -3.6330 0.6456 1.4655  -0.033
C11 -3.4597 -0.5282 0.5534  -0.184
C12 -4.1955 -0.6645 -0.6199  -0.051
C13 -3.9735 -1.7184 -1.4899  -0.083
C14 -3.0033 -2.6639 -1.2050  -0.073
C15 -2.2613 -2.5601 -0.0416  -0.006
C16 -2.4972 -1.4999 0.8128  -0.230
F1 -1.7665 -1.4125 1.9444  0.079
C17 0.1099 0.4805 -0.7490  0.064
C18 1.2432 -0.3207 -0.6948  -0.187
O3 1.0282 -1.6336 -1.0089  -0.043
C19 1.7769 -2.6513 -0.3639  -0.234
C20 1.6640 -2.5976 1.1555  -0.047
H1 5.8422 0.3781 1.9158  0.077
H2 4.6839 -0.9540 2.0211  0.075
H3 4.1052 0.7122 1.9607  0.071
H4 5.0846 0.9119 -0.3831  0.115
H5 5.5578 -0.7937 -0.2803  0.125
H6 3.4467 2.1112 0.1412  0.106
H7 1.4277 3.4507 0.1109  0.117
H8 -1.0020 3.5060 0.2053  0.147
H9 -2.2613 3.8210 -1.9342  0.079
H10 -0.5159 3.8351 -2.2212  0.082
H11 -1.4565 2.3960 -2.6150  0.083
H12 -2.6698 1.2939 -0.7592  0.120
H13 -4.6070 1.1131 1.3072  0.128
H14 -3.5547 0.3451 2.5112  0.128
H15 -4.9579 0.0677 -0.8474  0.118
H16 -4.5591 -1.7991 -2.3931  0.103
H17 -2.8234 -3.4821 -1.8844  0.106
H18 -1.5004 -3.2827 0.2048  0.115
H19 -0.8131 -0.0149 -1.0100  0.122
H20 2.8275 -2.6130 -0.6677  0.111
H21 1.3326 -3.5754 -0.7466  0.120
H22 0.6214 -2.5650 1.4616  0.062
H23 2.1564 -1.7096 1.5429  0.066
H24 2.1342 -3.4766 1.5884  0.080

The largest force on an atom comes out at 0.63 eV/Å. The value obtained for the energy relative to the best compared isomer or geometry (same formula, charge and spin) is 4.42 kJ/mol. The gap between HOMO and LUMO comes out at 8.89 eV. For the LUMO energy, the calculation gives 0.83 eV.